1.
Below is the molecule C4H7NO3, with properties calculated with wB97M-V/def2-TZVPD.

Cartesian coordinates (Å):
C 0.5090 1.5631 1.1135
N 1.2129 1.3672 -0.0049
O 0.5682 1.2669 -1.2374
C 0.5400 -0.0388 -1.7697
O -0.4723 -0.8293 -1.2898
C -0.2450 -1.2003 0.1491
C -1.0588 -0.2302 0.9691
O -0.7701 1.2914 1.1299
H 1.1426 1.7604 2.0751
H 1.4260 -0.6781 -1.6798
H 0.2517 0.0809 -2.9304
H -0.4840 -2.3191 0.4811
H 0.7152 -1.2985 0.7004
H -1.2399 -0.4600 1.9705
H -2.0956 -0.2755 0.3233

Multiplicity: 1
Gap between HOMO and LUMO in eV: 10.08
Charge: 0
Max |F| in eV/A: 5.17
SMILES: C1=N\OCOCCO/1

---

2.
Below is the molecule C4H7NO3, with properties calculated with wB97M-V/def2-TZVPD.

Cartesian coordinates (Å):
O 0.6762 1.8560 0.0754
C -0.2262 1.0678 -0.2145
N -1.5142 1.1654 -0.0392
O -2.0692 0.0016 -0.5527
C -1.0717 -0.9140 0.2413
C 0.0425 -0.2545 -0.5382
C 1.3826 -0.5309 0.0718
O 2.4891 0.1090 -0.3877
H -2.1251 1.6417 0.5946
H -1.4965 -2.0251 0.2027
H -0.8299 -0.8890 1.2778
H -0.1882 -0.2071 -1.7765
H 1.5269 -1.6300 -0.0694
H 1.0172 -0.5157 1.1725
H 2.3865 1.1248 -0.0578

Multiplicity: 1
Gap between HOMO and LUMO in eV: 10.68
Charge: 0
Max |F| in eV/A: 5.73
SMILES: O=C1NOC[C@@H]1CO

---

3.
Below is the molecule C4H7NO3, with properties calculated with wB97M-V/def2-TZVPD.

Cartesian coordinates (Å):
C -1.4839 -0.1391 -0.7022
C -0.0829 0.4823 -0.5083
N -0.0851 1.1765 0.7835
C 0.6425 0.6409 1.8339
O 1.1010 -0.4784 1.7821
C 0.9833 -0.5820 -0.7577
O 2.0399 -0.3853 -1.2101
O 0.6258 -1.8523 -0.4847
H -1.4809 -1.3157 -0.6351
H -2.0764 0.1947 -1.6798
H -2.1519 0.1616 0.1615
H 0.1933 1.2515 -1.2483
H -0.2345 2.1212 0.6328
H 0.6983 1.2070 2.7719
H 1.3115 -2.4828 -0.7395

Multiplicity: 1
Gap between HOMO and LUMO in eV: 10.83
Charge: 0
Max |F| in eV/A: 3.77
SMILES: C[C@@H](NC=O)C(=O)O

---

4.
Below is the molecule C4H7NO4, with properties calculated with wB97M-V/def2-TZVPD.

Cartesian coordinates (Å):
N 1.6753 1.1130 -0.0440
C 0.5376 0.2388 0.2290
C -0.7537 0.5964 -0.5011
C -1.9644 -0.2497 -0.1084
O -2.8263 -0.6037 -0.8583
O -1.9878 -0.4878 1.2146
C 0.9407 -1.2137 -0.0677
O 0.1525 -2.0830 -0.3226
O 2.2653 -1.4275 -0.0122
H 1.6842 1.3967 -1.0065
H 1.6171 1.9685 0.5022
H 0.3666 0.2692 1.3156
H -0.6282 0.4682 -1.5564
H -0.9983 1.6235 -0.3094
H -2.7758 -1.0411 1.3572
H 2.6952 -0.5678 0.1681

Multiplicity: 1
Gap between HOMO and LUMO in eV: 10.62
Charge: 0
Max |F| in eV/A: 1.04
SMILES: N[C@@H](CC(=O)O)C(=O)O

---

5.
Below is a structure of composition C4H7NO5, with properties calculated with wB97M-V/def2-TZVPD.

Cartesian coordinates (Å):
N -1.5224 -0.2360 1.8247
C -0.1925 -0.3785 1.7116
O 0.4376 -1.3343 2.1360
C 0.5070 0.7191 0.8700
O 1.6528 0.2358 0.2404
C 1.3737 -0.4661 -0.9431
C 0.5581 0.4483 -1.8436
O 0.9309 1.3737 -2.5074
O -0.3561 1.2738 -0.0891
H -2.0378 -0.8655 2.4258
H -1.9838 0.6066 1.5091
H 0.8194 1.5209 1.5521
H 2.3117 -0.7542 -1.4367
H 0.7860 -1.3763 -0.7351
O -1.0050 -0.1653 -2.1103
H -1.2424 0.5206 -0.6127
H -1.0371 -1.1226 -1.9916

Multiplicity: 1
Gap between HOMO and LUMO in eV: 10.27
Charge: 0
Max |F| in eV/A: 4.39

---

6.
Below is a structure of composition C4H7NOP2S, with properties calculated with wB97M-V/def2-TZVPD.

Cartesian coordinates (Å):
C 1.0678 -0.3711 0.3506
C 0.5228 1.5824 -0.9245
C -1.4418 1.0429 0.9276
C 1.9539 -1.5342 0.4419
N 1.1616 0.5187 -0.4730
O -1.0691 -1.3627 -1.6233
P -2.0911 -1.3116 -0.5532
P -2.7648 0.9799 -0.3424
S -0.5667 -0.3248 1.4438
H -0.0107 1.5223 -1.8400
H 1.1496 2.4703 -0.7315
H -1.2495 1.8630 1.4727
H 1.7378 -2.3905 -0.1719
H 2.2163 -1.8457 1.4781
H 2.9989 -1.1847 -0.0770
H -3.6151 0.3460 0.6217

Multiplicity: 1
Gap between HOMO and LUMO in eV: 7.63
Charge: 0
Max |F| in eV/A: 4.32

---

7.
Below is a structure of composition C4H7NOS, with properties calculated with wB97M-V/def2-TZVPD.

Cartesian coordinates (Å):
C 2.8970 1.2015 0.1063
C 3.0521 0.1365 0.9281
C -2.2310 -0.3389 0.2945
C -2.9532 -1.3675 -0.2566
N 2.2405 0.6504 -0.9552
O -2.4874 0.9513 0.3111
S 2.1133 -0.9353 -0.1121
H 3.2785 2.1735 0.0198
H 3.9110 -0.2411 1.4581
H -1.5479 -0.5943 1.0083
H 1.5817 0.9721 -1.5760
H -2.7492 -2.3766 -0.0434
H -3.8350 -1.3051 -0.8652
H -3.2706 1.0733 -0.3178

Multiplicity: 1
Gap between HOMO and LUMO in eV: 8.87
Charge: 0
Max |F| in eV/A: 4.69

---

8.
Below is the molecule C4H7NOS, with properties calculated with wB97M-V/def2-TZVPD.

Cartesian coordinates (Å):
C -1.6850 1.1077 -0.3705
C -0.4726 0.4070 0.0965
N 0.0168 0.9333 1.2766
C 0.1185 -0.6077 -0.6326
C 1.3402 -1.2931 -0.1952
O 1.7547 -2.1482 -1.1402
S 2.1477 -1.2250 1.2560
H -2.4679 0.7962 0.3918
H -2.0805 0.8050 -1.3496
H -1.5379 2.2287 -0.3168
H -0.2923 1.9091 1.6295
H 0.8460 0.5615 1.7537
H -0.2922 -0.9354 -1.6063
H 2.6045 -2.5391 -0.7929

Multiplicity: 1
Gap between HOMO and LUMO in eV: 8.84
Charge: 0
Max |F| in eV/A: 2.89
SMILES: C/C(N)=C/C(O)=S

---

9.
Below is the molecule C4H7NOS, with properties calculated with wB97M-V/def2-TZVPD.

Cartesian coordinates (Å):
N 1.9114 0.5159 1.3684
C 1.0096 1.5256 0.8785
C 0.0574 1.1656 0.0411
C -0.2267 -0.1042 -0.1201
S 0.5164 -1.5552 0.2747
C -1.5933 -0.3966 -0.8414
O -2.0513 0.5944 -1.7858
H 2.5427 0.8267 2.2003
H 1.3572 -0.4422 1.5233
H 1.1235 2.6028 1.2105
H -0.5657 1.9050 -0.2112
H -2.3840 -0.5248 -0.1001
H -1.3244 -1.4424 -1.3222
H -1.4624 0.4497 -2.7362

Multiplicity: 1
Gap between HOMO and LUMO in eV: 7.91
Charge: 0
Max |F| in eV/A: 6.45
SMILES: N/C=C\C(=S)CO

---

10.
Below is the molecule C4H7NOS, with properties calculated with wB97M-V/def2-TZVPD.

Cartesian coordinates (Å):
C -3.4150 -0.3332 0.0416
N -1.9498 -0.0135 0.1189
C -1.1388 1.0279 -0.0284
C 0.2177 1.0071 -0.1724
C 1.0070 -0.0706 -0.0264
O 0.4166 -1.2976 -0.2716
S 2.6841 0.0468 0.1392
H -3.7663 -1.1070 -0.7566
H -3.3959 -0.9350 0.9927
H -3.9582 0.6689 0.3134
H -1.4519 -0.9785 0.7312
H -1.6086 2.0902 -0.5233
H 0.3921 2.0849 -0.2351
H 1.1339 -1.8841 -0.2952

Multiplicity: 1
Gap between HOMO and LUMO in eV: 7.92
Charge: 0
Max |F| in eV/A: 5.78
SMILES: CN/C=C\C(O)=S

---

11.
Below is the molecule C4H7NOS, with properties calculated with wB97M-V/def2-TZVPD.

Cartesian coordinates (Å):
C 0.2735 1.6306 -0.3476
C -0.1668 0.6872 -1.1063
C 0.0565 1.6170 1.0829
C -0.4301 -2.0515 -0.6221
N -0.6312 -0.7067 -0.0943
O 1.2707 -0.8243 1.7128
S -0.0637 -0.2942 1.4765
H 0.9162 2.3494 -0.7316
H -0.2191 0.4876 -2.1727
H 0.8671 2.1135 1.6771
H -0.7767 2.1236 1.5033
H -0.8599 -2.9152 0.0152
H -0.8504 -2.0428 -1.6803
H 0.6139 -2.1742 -0.7130

Multiplicity: 1
Gap between HOMO and LUMO in eV: 9.68
Charge: 0
Max |F| in eV/A: 5.57

---

12.
Below is a cluster of 2 separate species, C4H7NOS in total, with properties calculated with wB97M-V/def2-TZVPD.

Cartesian coordinates (Å):
C -2.5512 0.2901 -0.9247
C -0.5145 -1.3018 -0.9991
C 1.5358 0.3637 1.3354
C 0.4374 0.4674 0.2695
N 0.5282 -0.7481 -0.4815
O -0.8223 -2.2752 -1.6262
S -3.0339 1.1679 0.2834
H -2.7911 0.4091 -2.0283
H 2.5424 0.1541 0.8536
H 1.7764 1.3662 1.8159
H 1.1654 -0.4915 2.0135
H -0.4940 0.4116 0.7039
H 0.7074 1.2365 -0.3409
H 1.5141 -1.0501 -0.8743

Multiplicity: 1
Gap between HOMO and LUMO (alpha / beta) in eV: 7.27 / 7.18
Charge: 0
Max |F| in eV/A: 3.96

---

Record-wise calculated total energy values, in Ha: -436.89533 -436.90691 -437.08361 -512.38125 -587.50377 -1367.36106 -684.65788 -684.79134 -684.68933 -684.66649 -684.66704 -684.63338